[1]
19
Properties=species:S:1:pos:R:3:forces:R:3:mulliken_charge:R:1 method="wB97M-V/def2-TZVPD" e_homo_ev=-11.1 orbital_gap_ev=12.22
C 3.17883 -0.18290 -1.37888 0.014 1.005 0.783 -1.150
C 1.95893 0.72020 -1.06385 2.046 -0.411 0.829 -0.326
C 0.71175 -0.01611 -0.66352 -1.431 0.595 0.834 -0.979
H 3.09507 -0.66863 -2.34143 0.285 -0.375 -0.040 0.326
H 4.07479 0.45274 -1.28618 -0.154 -0.147 -0.791 0.340
H 3.34583 -0.84649 -0.52347 -0.399 -0.518 -0.462 0.296
H 2.36511 1.24282 -0.18476 -0.636 0.216 0.013 0.212
H 1.87128 1.50276 -1.82057 -0.513 -0.283 -0.105 0.364
H 0.06829 -0.38459 -1.46478 0.085 0.311 -0.140 0.321
H 0.80488 -0.85572 0.01760 0.974 -0.437 -0.125 0.345
H 0.13427 0.63850 0.01812 -0.265 0.056 -0.796 0.237
C -2.65337 -0.68950 0.80588 -1.185 -0.981 -0.615 -0.837
C -2.75420 0.31098 1.94492 1.127 0.602 -1.398 -0.764
H -3.37792 -1.49006 0.97208 0.165 -0.314 0.300 0.341
H -3.02021 -0.35956 -0.17453 0.464 0.649 0.199 0.306
H -1.68767 -1.16037 0.64912 0.179 0.097 0.211 0.185
H -1.86985 0.93853 1.90482 0.449 0.101 0.222 0.228
H -3.52027 1.04953 1.68758 -0.517 -0.527 0.929 0.263
H -2.72554 -0.20215 2.90185 -0.690 0.363 0.151 0.292

***

[2]
15
Properties=species:S:1:pos:R:3:forces:R:3:mulliken_charge:R:1 method="wB97M-V/def2-TZVPD" e_homo_ev="-9.4 / -9.3" orbital_gap_ev="7.95 / 7.86"
C 1.32503 0.64369 -0.41314 2.206 0.604 1.210 -0.298
C 0.18602 0.37852 -1.07940 -1.401 1.408 -4.221 -0.266
C 1.63703 -0.11040 0.72752 -0.590 0.030 1.223 -0.489
C -0.70046 -0.53451 -0.59850 -2.248 -0.450 0.074 -0.354
C 0.68621 -0.97471 1.30442 0.775 -0.387 -1.156 -0.316
C -0.46628 -1.22636 0.58793 -1.548 0.671 -0.618 0.284
O -3.32862 0.03130 1.32101 -1.241 -5.168 0.595 -0.722
F -1.25381 -2.23035 2.68653 -1.046 -0.294 -0.240 -0.241
P -1.93176 -2.09443 1.22858 -0.070 2.865 0.934 0.461
H 1.95485 1.50816 -0.71151 -0.202 -1.007 0.100 0.330
H -0.03401 0.90183 -2.13614 0.383 -0.989 2.764 0.222
H 2.54613 0.04821 1.29527 0.064 0.201 -0.225 0.344
H -1.75113 -0.55206 -0.98269 1.122 -0.280 -0.182 0.321
H 0.78831 -1.56807 2.19579 0.719 0.361 0.361 0.447
H -2.63067 0.58240 1.16025 3.076 2.436 -0.620 0.277

***

[3]
45
Properties=species:S:1:pos:R:3:forces:R:3:mulliken_charge:R:1 method="wB97M-V/def2-TZVPD" e_homo_ev=-8.6 orbital_gap_ev=8.34
C -2.63153 -0.40403 -0.21344 0.924 -2.505 -4.413 -0.477
H -1.72974 -0.50824 0.42962 -0.808 0.233 -0.504 -0.004
C -3.75680 0.31695 0.30819 -8.920 -5.392 3.280 -0.478
C -3.55585 1.54031 0.98823 -1.679 1.963 4.932 -0.130
C -3.22047 2.42033 -0.16718 -3.561 1.251 5.091 0.125
O -4.08995 3.10110 -0.65519 0.211 -0.104 -2.099 -0.619
N -1.97847 2.74662 -0.05165 1.316 9.209 -9.812 -0.023
C -0.79413 2.40406 0.24580 3.701 -4.271 4.832 0.363
N -0.76024 1.61773 1.29705 2.451 -1.326 1.000 -0.228
N 0.56078 1.20450 1.71588 -1.534 4.044 -2.749 -0.397
C 1.37958 1.97181 1.01687 1.924 -3.842 0.074 0.252
S 0.72492 2.89183 -0.37823 0.626 -0.444 1.272 -0.197
S 3.19321 1.13946 0.92525 0.787 16.146 10.894 0.846
O 3.48958 0.86715 2.35789 -0.774 -0.865 -3.175 -0.698
O 3.92325 2.42260 0.45137 -1.285 -4.283 0.502 -0.646
N 3.12714 0.12209 -0.02488 0.681 -8.645 -11.791 0.153
C 2.21214 -0.97242 -0.10388 -1.463 2.256 7.513 0.642
C 1.58306 -1.35347 -1.25676 12.215 10.373 -5.436 -0.827
C 0.69213 -2.10603 -1.36352 -12.611 -10.631 3.481 -0.300
C 0.03896 -2.61155 0.03228 -2.226 -1.712 -16.133 0.682
C 0.58932 -2.19241 1.00295 2.682 3.269 17.527 0.161
C 1.56178 -1.18611 1.21083 2.744 -1.900 -7.669 -1.368
H 2.10790 -0.81793 2.03238 -0.330 -0.089 1.384 0.947
H 0.21572 -2.46588 2.22966 0.467 0.296 -3.687 0.012
O -0.97333 -3.36509 -0.40501 -1.645 -2.480 6.490 -0.480
C -1.45879 -3.97920 1.02633 -5.223 -2.579 -7.175 -1.448
H -1.93682 -3.36404 1.63188 -1.748 4.269 2.054 0.574
H -0.78180 -4.40309 1.60220 3.892 -2.375 1.582 0.610
H -2.43279 -4.70032 0.84852 2.960 1.241 -0.297 0.287
H 0.19085 -2.62973 -2.14173 -0.041 0.387 -0.997 0.645
H 2.00013 -0.86781 -2.34833 -0.716 -1.310 3.057 -0.021
C 3.96317 0.40843 -1.45562 3.456 1.121 5.204 -0.623
C 3.42007 1.51884 -2.24343 0.163 -7.158 -3.838 -1.567
H 3.35091 2.31718 -1.78872 0.705 8.168 4.433 0.754
H 3.96821 1.49404 -3.15463 0.654 0.631 -0.773 0.334
H 2.41742 1.41699 -2.51888 -1.854 -1.118 -0.756 0.431
H 4.18361 -0.50702 -2.02092 -0.391 0.049 0.915 0.477
H 4.95585 0.81972 -0.70063 -2.296 -1.274 -3.491 0.447
H -1.75335 3.58614 -0.95003 -1.527 -2.567 3.070 0.294
H -4.63464 2.05165 1.60441 3.292 -1.724 -2.297 0.290
H -2.73141 1.37202 1.90118 -2.139 0.946 -2.931 0.330
H -4.45603 -0.37580 1.33208 2.235 1.116 -2.813 0.225
H -4.78403 0.33427 -0.39382 3.141 0.169 1.232 0.243
H -2.96714 -1.53496 -0.65476 1.039 3.252 1.252 0.243
H -2.42239 0.25935 -1.19961 0.506 -1.795 1.767 0.161

***

[4]
53
Properties=species:S:1:pos:R:3:forces:R:3:mulliken_charge:R:1 method="wB97M-V/def2-TZVPD" e_homo_ev=-1.0 total_charge=-2 orbital_gap_ev=4.84
Cs 1.27349 0.68410 -2.22184 -1.517 -0.008 -0.198 1.642
F 4.24872 -4.47169 -1.73569 0.183 0.167 0.507 -0.221
C 4.00390 -3.30596 -1.12362 0.008 0.189 -0.410 0.411
F 3.29370 -3.52022 -0.00988 0.484 -0.254 0.068 -0.174
F 5.15491 -2.69094 -0.82434 -0.197 -0.543 0.176 -0.212
S 2.97960 -2.24064 -2.17380 -0.183 -0.143 -0.256 1.335
O 1.80158 -3.03383 -2.45237 0.398 0.264 0.208 -0.691
O 2.81311 -1.03129 -1.40561 1.842 -2.290 0.803 -0.860
N 3.96412 -2.08819 -3.42369 -0.393 0.166 0.101 -0.651
S 3.20259 -1.42922 -4.65087 -0.152 0.313 0.124 1.019
O 4.11226 -0.91418 -5.62816 0.094 -0.024 0.269 -0.679
O 2.09454 -0.61338 -4.17931 1.337 -1.448 -2.458 -0.702
C 2.39672 -2.87005 -5.52683 0.219 0.491 0.161 0.638
F 1.07767 -2.81264 -5.36040 0.207 -0.395 -0.278 -0.220
F 2.87067 -4.03192 -5.06468 -0.303 0.068 -0.416 -0.238
F 2.68708 -2.76316 -6.83636 -0.356 -0.443 0.239 -0.245
O -2.36064 5.85152 -0.99713 -1.117 1.312 0.232 -0.702
C -1.57818 4.95384 -1.14960 1.181 -1.409 -0.199 0.078
C -0.71751 4.71431 -2.35768 0.187 -0.932 1.243 0.342
O -0.68124 5.39403 -3.35272 0.016 0.868 -1.264 -0.726
C 0.10513 3.50857 -2.07214 -0.680 0.489 0.656 0.270
C -0.37481 2.90185 -0.83111 -0.447 0.908 -0.380 0.918
O -0.03379 1.76141 -0.42135 -0.916 0.867 1.857 -0.969
C -1.26814 3.86798 -0.16370 0.625 -0.085 -1.501 0.364
O -1.70242 3.80894 0.97243 -0.617 0.037 1.296 -0.805
O 1.02941 3.05524 -2.77324 0.136 2.088 -0.813 -0.992
C 0.40563 1.23652 2.80073 0.056 -0.045 0.101 -1.211
C -1.03921 1.23381 2.32054 0.035 -0.490 0.606 -0.308
N -1.95739 0.50999 3.24093 -0.041 -0.161 -0.103 0.387
C -2.57348 1.31902 4.29874 0.158 0.005 -0.402 -0.705
C -3.82425 2.04286 3.80569 -0.028 0.072 -0.094 -1.048
C -2.28470 -0.80464 3.13701 -0.071 0.340 0.185 0.292
O -3.02799 -1.39558 3.92641 0.151 0.229 -0.124 -0.731
C -1.67420 -1.55608 1.98180 -0.170 0.315 0.016 0.351
C -0.56822 -2.35807 2.17422 0.233 -0.016 0.232 -0.240
C 0.02416 -2.95034 1.07509 0.275 -0.140 -0.147 -0.423
C -0.52266 -2.73351 -0.18190 -0.349 0.112 -0.103 -0.502
N -1.64103 -2.01689 -0.38109 0.189 -0.070 0.463 -0.617
C -2.19065 -1.44276 0.69512 0.178 0.081 -0.345 0.016
H 1.01466 1.76195 2.05615 -0.142 -0.101 0.138 0.259
H 0.78945 0.21289 2.90519 -0.020 0.152 -0.010 0.253
H 0.51141 1.74944 3.76810 -0.012 -0.118 -0.154 0.336
H -1.07968 0.83100 1.32320 -0.078 -0.195 -0.191 0.226
H -1.38944 2.24821 2.21342 -0.184 0.221 -0.011 0.239
H -1.82592 2.04502 4.63126 -0.023 -0.052 -0.034 0.312
H -2.81272 0.66759 5.12743 -0.058 -0.190 0.205 0.479
H -3.59051 2.68703 2.94837 -0.023 -0.126 0.160 0.258
H -4.25111 2.67027 4.60111 0.103 -0.140 -0.144 0.376
H -4.57811 1.31007 3.49961 0.076 0.097 0.040 0.274
H -0.14843 -2.47598 3.17119 -0.065 0.009 -0.136 0.478
H 0.93337 -3.54007 1.17510 -0.204 0.096 -0.032 0.358
H -0.03287 -3.13030 -1.06729 -0.150 0.026 0.113 0.568
H -3.05861 -0.80595 0.51759 0.125 -0.164 0.003 0.389

***

[5]
18
Properties=species:S:1:pos:R:3:forces:R:3:mulliken_charge:R:1 method="wB97M-V/def2-TZVPD" e_homo_ev=-14.2 total_charge=+1 orbital_gap_ev=9.00
C -2.68493 0.04710 0.13906 -0.924 2.126 -1.460 0.532
C 0.88329 1.22012 0.72288 0.607 -1.614 -1.777 -1.216
C 0.83771 -1.40613 0.94481 1.710 -3.098 -1.052 -1.251
C 1.06430 -0.29100 -1.32526 -0.111 2.077 0.108 -1.259
C 0.82037 -0.20517 0.10972 -0.930 2.299 0.562 1.266
N -1.54930 -0.06327 -0.29789 1.422 -1.467 0.149 -0.197
N -2.38861 1.27701 -0.47567 -0.614 0.246 0.045 -0.420
F -3.70124 -0.46998 0.68218 -0.021 -0.518 0.501 -0.165
H 0.13911 1.81454 0.19627 -0.626 -0.034 0.505 0.341
H 0.90986 1.22459 1.77984 -0.610 0.063 1.026 0.400
H 1.77715 1.76711 0.40403 0.380 -0.541 -0.225 0.390
H 1.85825 -1.40521 1.45690 -0.763 0.194 -0.728 0.391
H 0.80571 -2.44781 0.34550 0.014 2.595 1.103 0.322
H 0.21547 -1.54313 1.81211 -0.713 0.733 0.147 0.402
H 1.06349 0.64383 -1.92799 -0.305 -0.272 0.937 0.361
H 2.09707 -0.49256 -1.20477 1.837 -0.791 -0.443 0.440
H 0.57164 -1.01884 -1.89442 -0.512 -1.501 -0.296 0.395
H -2.71933 1.34878 -1.46732 0.159 -0.498 0.898 0.266

***

[6]
16
Properties=species:S:1:pos:R:3:forces:R:3:mulliken_charge:R:1 method="wB97M-V/def2-TZVPD" e_homo_ev=-7.7 orbital_gap_ev=8.63
C -0.51217 1.95298 0.46910 0.004 0.040 0.059 -1.184
C -0.16901 1.00033 -0.67222 -0.042 -0.076 0.077 -0.361
C 0.90475 -0.01257 -0.29067 -0.222 0.258 0.053 0.039
C 0.29591 -1.21053 0.95875 -0.103 -0.107 0.306 -0.878
C 0.29322 -1.60247 -0.83936 -0.293 -0.467 -0.389 -0.521
O 1.21372 -0.81194 -1.43971 0.151 -0.049 -0.143 -0.262
H 0.40759 2.34885 0.91172 -0.139 -0.024 -0.041 0.318
H -1.08414 1.46279 1.26664 0.068 0.069 -0.165 0.325
H -1.11364 2.79279 0.10889 0.082 -0.092 0.055 0.357
H 0.33226 1.55051 -1.47503 -0.040 0.077 0.012 0.270
H -1.08705 0.58488 -1.12315 0.207 0.025 0.077 0.226
H -0.04763 -0.36331 1.54585 -0.002 0.011 0.035 0.337
H -0.52172 -1.95612 1.07820 0.194 0.197 -0.177 0.331
H 1.20004 -1.60937 1.40478 -0.009 -0.013 0.012 0.290
H -0.73434 -1.49477 -1.19443 0.157 0.038 0.180 0.312
H 0.62221 -2.63206 -0.70936 -0.013 0.114 0.050 0.402

***

[7]
25
Properties=species:S:1:pos:R:3:forces:R:3:mulliken_charge:R:1 method="wB97M-V/def2-TZVPD" e_homo_ev="-7.2 / -6.6" orbital_gap_ev="7.21 / 6.49"
C -2.02233 -0.65400 -0.29972 -0.131 1.040 0.524 0.253
C -2.68388 -0.06018 0.68812 -1.228 -1.360 2.419 -0.905
C -1.19698 -1.79320 -0.69349 1.122 -2.341 -0.370 0.385
C -1.00223 -0.41443 -1.23533 2.562 1.195 -1.827 -0.583
C -1.64800 -2.93100 -1.71452 0.444 -0.712 3.387 -1.355
C 0.99005 2.84525 0.09935 1.941 0.701 -0.598 -1.105
C 3.06106 0.58917 -0.10287 3.074 0.023 0.734 -0.911
C 0.65333 0.49176 2.01072 -0.683 1.232 -0.012 -0.937
Si 1.31082 1.01240 0.36944 -1.921 0.396 -1.309 0.249
H -2.87169 1.00269 0.73531 0.123 0.128 -0.311 0.325
H -3.05012 -0.61986 1.66008 0.628 0.850 -2.317 0.209
H -0.46858 -2.15999 0.08446 -0.701 0.216 -0.814 0.182
H -0.75920 -0.13233 -2.33261 -0.979 -0.406 2.195 0.283
H -0.90592 -3.17766 -2.44544 0.995 -0.199 0.001 0.348
H -2.42132 -2.55538 -2.30022 -1.885 0.481 -0.721 0.384
H -1.95169 -3.89722 -1.12027 0.397 1.830 -1.294 0.285
H 0.04103 3.28892 0.16735 -1.845 -0.242 0.251 0.408
H 1.55295 3.51037 0.79493 0.211 -0.644 -0.280 0.351
H 1.30323 3.14687 -0.92076 0.175 -0.256 0.417 0.288
H 3.33825 -0.50807 -0.21830 -0.692 1.294 -0.033 0.309
H 3.53896 1.16891 -0.98716 -1.187 -0.956 1.358 0.269
H 3.75106 0.90023 0.82028 -1.396 -0.431 -1.660 0.289
H 1.37511 0.62196 2.81761 -0.371 0.454 0.262 0.404
H -0.40993 0.84915 2.16424 1.474 0.298 0.106 0.253
H 0.47601 -0.52437 1.95880 -0.127 -2.591 -0.109 0.322

***

no.,total energy (Ha)
1,-198.86296
2,-748.60395
3,-1899.21043
4,-2988.65785
5,-405.45182
6,-271.54598
7,-603.69868